{"formula": "C2H9N2S2", "method": "ωB97M-V/def2-TZVPD", "largest_force_ev_per_a": 3.11, "de_lowest_kj_mol": 155.7, "e_tot_ev": -26863.1351, "charge": 1, "elements": ["C", "S", "S", "H", "H", "H", "H", "N", "C", "N", "H", "H", "H", "H", "H"], "positions_angstrom": [[3.170, -0.736, -1.718], [2.237, -0.956, -0.173], [1.105, 0.794, -0.159], [3.980, -0.003, -1.769], [2.452, -0.398, -2.535], [3.438, -1.812, -1.936], [2.023, 1.604, 0.479], [-2.943, 1.185, 0.685], [-2.415, 0.098, 1.336], [-1.459, -0.688, 0.879], [-2.967, 1.393, -0.341], [-3.583, 1.894, 1.061], [-3.071, -0.411, 2.183], [-1.534, -1.585, 1.452], [-0.433, -0.381, 0.555]], "lowdin_charge": [-0.483, 0.409, 0.352, 0.042, 0.051, 0.049, -0.122, 0.140, -0.176, 0.109, 0.155, 0.131, 0.193, 0.156, -0.007]}